(1)
C13H23BCaN6Si as an isolated structure in a non-equilibrium geometry, computed with the ωB97M-V functional and the def2-TZVPD basis.

Geometry (Å):
H: 0.463 -3.400 0.382
N: -1.010 -1.924 0.069
B: -3.158 -0.635 -0.304
N: -2.359 -1.950 -0.084
C: -2.802 -3.232 -0.012
Ca: 0.000 0.000 0.000
H: -3.863 -3.454 -0.113
C: -1.701 -4.064 0.196
H: -1.700 -5.148 0.301
C: -0.597 -3.190 0.239
H: -4.338 -0.876 -0.417
C: 0.915 1.851 -0.073
H: 2.007 1.784 0.060
H: 0.497 2.493 0.723
H: 0.702 2.322 -1.049
N: -2.626 0.060 -1.587
N: -2.914 0.302 0.912
N: -1.319 0.416 -1.686
N: -1.657 0.698 1.235
C: -3.277 0.388 -2.733
C: -3.801 0.826 1.797
H: -4.341 0.178 -2.841
H: -4.865 0.617 1.700
C: -2.360 0.977 -3.604
C: -3.092 1.589 2.726
C: -1.141 0.969 -2.897
C: -1.745 1.474 2.328
H: -2.548 1.356 -4.607
H: -3.493 2.145 3.571
H: -0.154 1.325 -3.193
H: -0.843 1.900 2.766
H: 1.191 -0.515 -0.878
C: 1.463 0.544 3.561
Si: 2.030 -0.409 2.057
C: 3.800 0.005 1.625
C: 1.748 -2.092 2.824
H: 1.480 1.629 3.330
H: 2.153 0.347 4.406
H: 0.438 0.234 3.848
H: 4.445 -0.177 2.509
H: 4.134 -0.639 0.786
H: 3.880 1.070 1.330
H: 2.391 -2.206 3.721
H: 0.683 -2.205 3.111
H: 2.019 -2.878 2.090

As for the energy relative to the best compared isomer or geometry (same formula, charge and spin): 6.1246 eV. The calculation puts the calculated total energy at -49782.6368 eV. The calculation puts the largest force on an atom at 6.2 eV/A. The calculation puts the HOMO energy (spin up / spin down) at -7.3 / -7.2 eV.

(2)
C13H23BaClNP as an isolated structure in a non-equilibrium geometry, computed with the ωB97M-V functional and the def2-TZVPD basis.

Geometry (Å):
C: 0.552 3.558 -1.690
C: -0.772 3.122 -1.479
C: -0.985 1.976 -0.672
C: 0.122 1.384 -0.113
C: 1.428 1.781 -0.305
C: 1.647 2.899 -1.123
C: -2.352 1.305 -0.456
C: -2.134 -0.158 0.013
N: -2.281 -1.308 -0.741
Ba: -0.839 -0.184 2.374
C: 2.524 1.010 0.362
P: 1.778 -0.556 1.020
H: -1.634 3.645 -1.924
H: 2.674 3.221 -1.306
H: 0.721 4.442 -2.314
H: 2.935 1.533 1.227
H: 3.333 0.719 -0.314
H: -2.948 1.775 0.355
H: -2.985 1.296 -1.353
H: -0.964 -0.211 0.088
C: 3.173 -1.186 2.010
C: 1.961 -1.590 -0.470
H: -2.702 -0.316 0.974
C: -1.733 -1.300 -2.102
C: -3.115 -2.427 -0.287
H: 0.200 -1.793 4.340
H: -2.275 -2.029 -2.727
H: -1.918 -0.342 -2.633
H: -0.657 -1.522 -2.097
H: -3.576 -2.972 -1.120
H: -2.530 -3.163 0.300
H: -3.986 -2.097 0.294
H: 3.025 -1.611 -0.732
H: 1.615 -2.606 -0.240
H: 1.376 -1.183 -1.300
H: 4.090 -1.133 1.411
H: 3.252 -0.572 2.913
H: 2.955 -2.225 2.287
H: -0.217 -2.365 3.810
Cl: 1.242 1.183 3.721

As for the energy relative to the best compared isomer or geometry (same formula, charge and spin): 0.0000 eV. The calculation puts the calculated total energy at -37846.0390 eV. The calculation puts the largest force on an atom at 4.3 eV/A. The calculation puts the HOMO energy (spin up / spin down) at -6.2 / -6.2 eV.

(3)
C13H23BrN6Ni as an isolated structure, computed with the ωB97M-V functional and the def2-TZVPD basis.

Geometry (Å):
Ni: -0.280 -0.381 0.350
N: -1.994 -1.660 0.514
C: -2.399 -1.877 1.926
C: -1.190 -1.729 2.830
N: -0.408 -0.519 2.492
C: -0.961 0.754 3.013
C: -1.909 1.411 2.026
N: -1.265 1.464 0.691
H: -2.790 -1.370 -0.044
H: -1.699 -2.542 0.105
H: -2.842 -2.860 2.072
H: -3.167 -1.150 2.177
H: -0.526 -2.584 2.698
H: -1.507 -1.722 3.874
H: 0.518 -0.637 2.885
H: -0.119 1.422 3.199
H: -1.466 0.602 3.969
H: -2.185 2.400 2.386
H: -2.829 0.842 1.924
H: -0.576 2.210 0.680
H: -1.946 1.702 -0.023
C: -0.417 1.353 -4.915
N: -0.388 0.424 -3.775
C: -0.446 -0.944 -3.843
C: -0.417 -1.388 -2.560
N: -0.349 -0.307 -1.703
C: -0.326 0.764 -2.478
H: -0.250 0.784 -5.823
H: 0.373 2.090 -4.812
H: -1.383 1.847 -4.978
H: -0.499 -1.474 -4.779
H: -0.433 -2.406 -2.208
H: -0.256 1.789 -2.149
Br: 1.515 -2.388 0.322
C: 2.514 -0.770 0.357
C: 3.889 -0.783 0.319
C: 4.519 0.454 0.361
C: 3.754 1.608 0.437
C: 2.378 1.496 0.466
N: 1.752 0.312 0.426
H: 4.441 -1.710 0.259
H: 5.600 0.508 0.335
H: 4.215 2.585 0.473
H: 1.752 2.379 0.521

As for the energy relative to the best compared isomer or geometry (same formula, charge and spin): 0.0000 eV. The calculation puts the calculated total energy at -133869.0964 eV. The calculation puts the largest force on an atom at 0.6 eV/A. The total charge is +2. As for the spin multiplicity: 3. The calculation puts the HOMO energy (spin up / spin down) at -15.2 / -15.2 eV.